[1]
Entry from the Open Molecules 2025 dataset: a 2-piece molecular cluster, C3H5ClNO2 overall (ωB97M-V/def2-TZVPD).

Structure (ORCA input):
```
! wB97M-V def2-TZVPD RIJCOSX def2/J DEFGRID3
* xyz 1 1
Cl -3.606 1.516 0.230
O -4.025 -1.742 -0.929
O -0.783 -1.203 1.050
N 0.712 0.468 -0.518
C -3.386 -0.960 -0.413
C -1.428 -0.117 0.811
C -2.692 0.011 0.204
H -1.064 -2.024 0.604
H -1.026 0.757 1.314
H 1.393 0.642 0.212
H 1.120 -0.171 -1.189
H 0.537 1.349 -0.994
*
```

HOMO level = -14.517 eV
frontier orbital gap = 9.0 eV

[2]
Entry from the Open Molecules 2025 dataset: one molecule with the formula C3H5ClO (ωB97M-V/def2-TZVPD).

Structure (ORCA input):
```
! wB97M-V def2-TZVPD RIJCOSX def2/J DEFGRID3
* xyz 0 1
Cl 0.522 -1.015 -1.563
O -0.278 1.445 -1.082
C 0.149 -0.479 0.101
C 0.409 1.014 -0.035
C -0.526 -1.306 1.001
H 0.163 1.147 -1.979
H -0.017 1.256 0.854
H -1.248 -0.765 1.891
H 1.487 1.063 0.088
H -0.661 -2.360 0.725
*
```

SMILES string = C=C(Cl)CO
HOMO level = -9.631 eV
frontier orbital gap = 10.4 eV

[3]
Entry from the Open Molecules 2025 dataset: C3H5ClO5S2 as an isolated structure (ωB97M-V/def2-TZVPD).

Structure (ORCA input):
```
! wB97M-V def2-TZVPD RIJCOSX def2/J DEFGRID3
* xyz 0 1
Cl -0.091 -4.182 -0.211
S 1.315 -0.961 -1.356
S -1.215 -1.107 0.458
O -1.987 -0.802 -0.675
O 1.304 0.289 -0.290
O 0.363 -0.691 -2.403
O -1.758 -1.678 1.589
O -0.522 0.274 1.037
C 0.431 2.402 0.343
C 0.303 -1.832 0.031
C 0.154 0.953 -0.045
H -0.516 2.820 0.705
H 0.856 -1.879 0.864
H 0.803 3.051 -0.470
H -0.586 0.899 -0.811
H 1.148 2.443 1.234
*
```

HOMO level = -11.143 eV
frontier orbital gap = 8.8 eV

[4]
Entry from the Open Molecules 2025 dataset: C3H5CuO3 as an isolated structure (ωB97M-V/def2-TZVPD).

Structure (ORCA input):
```
! wB97M-V def2-TZVPD RIJCOSX def2/J DEFGRID3
* xyz 1 2
Cu 1.998 0.024 0.087
O 0.282 0.239 -1.944
O 0.342 -1.037 1.277
O 0.528 -1.007 -1.048
C -0.658 0.431 2.867
C -0.606 -0.197 1.693
C 0.313 0.125 -3.170
H -1.478 1.121 3.052
H -0.278 0.842 -3.749
H -1.385 -0.086 0.916
H 0.095 0.267 3.637
H 0.849 -0.723 -3.617
*
```

<S²> = 0.78
HOMO level (alpha / beta) = -13.764 / -13.727 eV
frontier orbital gap (alpha / beta) = 8.5 / 7.9 eV

Short version: largest force on an atom = 1.4 5.0 5.1 5.8 eV Å⁻¹, in the order given.
Short version: calculated total energy = -782.4153 -652.6409 -1749.9338 -1982.9614 Eh, in the order given.
Short version: ΔE to the lowest compared entry with this formula, charge and spin = 24.0 58.0 6.8 140.5 kcal per mole, in the order given.